[1]
{"formula": "C15H15BrN2O6Y", "method": "the ωB97M-V functional and the def2-TZVPD basis", "symbols": ["Y", "O", "C", "C", "C", "C", "C", "C", "C", "C", "N", "H", "H", "H", "H", "H", "H", "H", "H", "H", "H", "H", "O", "N", "O", "O", "Br", "C", "C", "C", "C", "C", "C", "C", "O", "O", "H", "H", "H", "H"], "positions_angstrom": [[0.379, -0.732, -0.115], [-0.696, 0.753, 1.533], [0.104, 1.882, 1.996], [1.142, 1.394, 2.982], [2.048, 0.248, 2.488], [1.541, -1.141, 2.850], [1.775, -1.680, 4.107], [1.268, -2.933, 4.405], [0.544, -3.639, 3.452], [0.365, -3.050, 2.219], [0.851, -1.834, 1.940], [-1.567, 1.055, 1.236], [-0.568, 2.595, 2.469], [0.564, 2.351, 1.124], [0.665, 1.092, 3.916], [1.764, 2.259, 3.219], [3.035, 0.329, 2.945], [2.274, 0.373, 1.415], [2.352, -1.121, 4.832], [1.444, -3.365, 5.382], [0.142, -4.621, 3.652], [-0.169, -3.557, 1.423], [2.368, -1.088, -1.061], [1.937, -2.103, -1.777], [2.533, -2.559, -2.678], [0.763, -2.549, -1.382], [-0.812, 4.303, -5.599], [-1.589, 2.810, -4.766], [-2.754, 2.259, -5.286], [-3.333, 1.156, -4.675], [-2.753, 0.602, -3.545], [-1.587, 1.161, -3.035], [-0.996, 2.267, -3.641], [-0.955, 0.580, -1.836], [-1.503, -0.417, -1.241], [0.146, 1.061, -1.394], [-3.200, 2.697, -6.169], [-4.238, 0.728, -5.084], [-3.197, -0.257, -3.064], [-0.087, 2.690, -3.240]], "energy_ev": -102145.2636, "total_charge": 1, "homo_lumo_gap_ev": 8.242}

***

[2]
{"formula": "C15H15ClF5O15", "method": "the ωB97M-V functional and the def2-TZVPD basis", "symbols": ["Cl", "C", "C", "O", "C", "O", "O", "F", "H", "H", "H", "C", "C", "O", "C", "O", "O", "F", "H", "H", "H", "C", "C", "O", "C", "O", "O", "F", "H", "H", "H", "C", "C", "O", "C", "O", "O", "F", "H", "H", "H", "C", "C", "O", "C", "O", "O", "F", "H", "H", "H"], "positions_angstrom": [[0.862, 0.730, 0.430], [-2.939, 1.825, 1.006], [-3.048, 1.929, 2.509], [-4.449, 1.924, 2.716], [-5.076, 1.516, 1.610], [-6.217, 1.641, 1.398], [-4.195, 1.355, 0.655], [-2.669, 3.140, 2.836], [-2.045, 1.239, 0.793], [-2.791, 2.781, 0.503], [-2.417, 1.229, 3.057], [-1.209, -1.482, 2.375], [-0.372, -2.595, 1.940], [-1.259, -3.646, 2.051], [-2.334, -3.350, 2.671], [-3.225, -4.070, 3.020], [-2.349, -2.108, 2.870], [0.556, -2.775, 2.923], [-1.399, -0.832, 1.521], [-0.806, -0.849, 3.166], [-0.032, -2.371, 0.929], [3.129, -1.750, 1.862], [3.846, -0.355, 1.774], [4.984, -0.727, 1.088], [4.959, -1.889, 0.616], [5.811, -2.357, -0.145], [3.939, -2.601, 1.148], [4.185, 0.028, 3.049], [2.124, -1.747, 1.441], [3.077, -2.190, 2.858], [3.339, 0.513, 1.353], [0.380, -1.567, -2.735], [1.729, -1.942, -2.194], [2.719, -1.637, -3.137], [2.019, -1.355, -4.339], [2.486, -1.122, -5.467], [0.616, -1.573, -4.128], [1.537, -3.238, -1.830], [0.130, -0.530, -2.510], [-0.407, -2.283, -2.500], [1.860, -1.296, -1.326], [-0.166, 3.736, -1.658], [-0.832, 2.538, -2.423], [-0.821, 2.881, -3.753], [-0.433, 4.130, -3.912], [-0.337, 4.664, -5.039], [-0.231, 4.705, -2.685], [-2.081, 2.388, -1.989], [0.898, 3.566, -1.493], [-0.689, 4.164, -0.802], [-0.353, 1.613, -2.103]], "energy_ev": -72622.5827, "total_charge": -1, "homo_lumo_gap_ev": 9.502}

***

[3]
{"formula": "C15H15ClN3", "method": "the ωB97M-V functional and the def2-TZVPD basis", "symbols": ["Cl", "N", "C", "C", "C", "C", "C", "H", "H", "H", "H", "H", "N", "C", "C", "C", "C", "C", "H", "H", "H", "H", "H", "N", "C", "C", "C", "C", "C", "H", "H", "H", "H", "H"], "positions_angstrom": [[15.532, 3.237, 0.683], [16.923, 3.530, 6.413], [16.648, 3.555, 5.108], [16.768, 2.373, 4.322], [17.093, 1.120, 5.012], [17.440, 1.192, 6.380], [17.248, 2.398, 7.057], [16.532, 4.498, 4.594], [16.545, 2.538, 3.278], [17.159, 0.190, 4.468], [17.797, 0.270, 6.816], [17.377, 2.639, 8.102], [17.998, 6.119, 1.424], [18.916, 7.081, 1.513], [19.961, 7.211, 2.461], [20.025, 6.242, 3.426], [19.065, 5.205, 3.489], [18.117, 5.166, 2.438], [18.893, 7.833, 0.738], [20.618, 8.068, 2.478], [20.671, 6.357, 4.284], [19.124, 4.504, 4.308], [17.455, 4.313, 2.410], [13.957, 4.536, -2.710], [14.276, 3.237, -2.718], [13.677, 2.259, -3.502], [12.635, 2.693, -4.305], [12.415, 4.013, -4.489], [12.962, 4.909, -3.543], [15.175, 3.039, -2.154], [13.929, 1.229, -3.298], [12.077, 2.017, -4.936], [11.765, 4.349, -5.284], [12.770, 5.968, -3.637]], "multiplicity": 2, "energy_ev": -32788.0343, "total_charge": -2, "homo_lumo_gap_ev": [1.386, 5.581]}

***

[4]
{"formula": "C15H15DyNO3", "method": "the ωB97M-V functional and the def2-TZVPD basis", "symbols": ["C", "C", "C", "C", "C", "Dy", "C", "C", "C", "N", "H", "H", "H", "H", "H", "H", "H", "H", "H", "H", "O", "C", "C", "C", "C", "C", "C", "C", "O", "O", "H", "H", "H", "H", "H"], "positions_angstrom": [[1.992, 2.815, -1.502], [2.868, 2.525, -0.393], [2.180, 2.831, 0.805], [0.853, 3.338, 0.443], [0.767, 3.333, -0.987], [1.051, 0.843, -0.258], [2.886, -0.788, -0.594], [2.490, -0.557, -1.972], [3.233, -0.352, -3.122], [1.272, -0.019, -2.303], [2.596, 2.774, 1.804], [3.892, 2.159, -0.488], [0.139, 3.736, 1.169], [-0.017, 3.749, -1.615], [2.277, 2.700, -2.561], [3.767, -0.281, -0.180], [0.802, -0.253, -3.166], [2.328, -1.581, -0.096], [4.296, -0.537, -3.151], [2.575, -0.137, -3.950], [-1.674, -3.428, 0.286], [-2.543, -2.681, 0.970], [-3.672, -3.265, 1.561], [-4.524, -2.500, 2.382], [-4.252, -1.145, 2.556], [-3.121, -0.527, 2.010], [-2.236, -1.327, 1.278], [-1.123, -0.646, 0.687], [-0.984, 0.618, 0.752], [-0.213, -1.336, 0.039], [-0.962, -2.789, 0.000], [-3.856, -4.286, 1.372], [-5.403, -2.976, 2.809], [-4.842, -0.522, 3.232], [-2.843, 0.510, 2.183]], "multiplicity": 6, "energy_ev": -47515.2105, "total_charge": -1, "homo_lumo_gap_ev": [5.148, 5.120]}

***

[5]
{"formula": "C15H15F2NO10S", "method": "the ωB97M-V functional and the def2-TZVPD basis", "symbols": ["C", "C", "F", "C", "N", "S", "O", "O", "F", "H", "H", "H", "H", "H", "H", "H", "C", "C", "C", "O", "C", "C", "C", "O", "O", "O", "H", "H", "H", "H", "C", "C", "C", "O", "C", "C", "C", "O", "O", "O", "H", "H", "H", "H"], "positions_angstrom": [[-1.387, 0.557, -2.551], [-0.427, 0.564, -1.373], [-0.924, -0.277, -0.393], [0.997, 0.211, -1.766], [1.210, -1.176, -2.193], [1.362, -2.300, -1.026], [0.327, -3.264, -1.177], [1.524, -1.702, 0.254], [2.717, -2.960, -1.371], [-1.181, 1.379, -3.222], [-2.405, 0.587, -2.178], [-1.233, -0.369, -3.109], [-0.420, 1.569, -0.951], [1.239, 0.850, -2.615], [1.696, 0.474, -0.980], [0.559, -1.485, -2.900], [1.630, -4.073, 2.607], [2.806, -4.677, 2.396], [3.472, -5.515, 3.450], [4.533, -6.044, 3.171], [2.819, -5.645, 4.743], [1.645, -5.038, 4.956], [0.966, -4.218, 3.891], [-0.107, -3.716, 4.166], [0.989, -5.108, 6.109], [3.469, -4.582, 1.246], [1.148, -3.470, 1.852], [3.313, -6.237, 5.500], [0.175, -4.583, 5.984], [4.280, -5.113, 1.360], [-2.921, 4.494, -2.770], [-3.749, 5.459, -2.346], [-3.357, 6.421, -1.256], [-4.160, 7.278, -0.943], [-2.049, 6.270, -0.639], [-1.225, 5.303, -1.062], [-1.609, 4.359, -2.168], [-0.795, 3.515, -2.504], [-0.017, 5.106, -0.546], [-4.961, 5.643, -2.845], [-3.192, 3.799, -3.553], [-1.783, 6.955, 0.153], [0.368, 4.354, -1.034], [-5.341, 6.404, -2.364]], "smiles": "C[C@@H](F)CNS(=O)(=O)F.O=C1C=C(O)C(=O)C=C1O.O=C1C=C(O)C(=O)C=C1O", "energy_ev": -54032.3573, "total_charge": 0, "homo_lumo_gap_ev": 7.494}

***

[6]
{"formula": "C15H15I2N5O2", "method": "the ωB97M-V functional and the def2-TZVPD basis", "symbols": ["C", "C", "N", "C", "C", "C", "N", "C", "C", "C", "O", "N", "O", "N", "C", "C", "I", "C", "I", "H", "H", "H", "H", "H", "H", "H", "H", "H", "H", "N", "C", "C", "C", "C", "H", "H", "H", "H", "H"], "positions_angstrom": [[-3.775, 1.626, -0.862], [-2.457, 0.847, -1.038], [-1.311, 1.717, -1.363], [-0.144, 1.499, -0.595], [0.894, 0.747, -1.098], [2.085, 0.545, -0.380], [3.072, -0.205, -0.946], [4.153, -0.335, -0.241], [4.308, 0.255, 1.035], [5.618, 0.074, 1.755], [6.664, 0.815, 1.111], [6.369, 2.189, 1.135], [7.020, 2.759, 0.359], [3.376, 0.950, 1.620], [2.235, 1.101, 0.897], [1.155, 1.870, 1.429], [1.464, 2.661, 3.357], [-0.006, 2.076, 0.708], [-1.555, 3.257, 1.473], [-4.263, 1.405, 0.082], [-4.442, 1.485, -1.707], [-3.535, 2.682, -0.842], [-2.234, 0.251, -0.159], [-2.620, 0.128, -1.838], [-1.087, 1.685, -2.345], [0.815, 0.298, -2.076], [4.967, -0.911, -0.658], [5.919, -0.965, 1.681], [5.517, 0.355, 2.798], [-4.546, -2.237, -0.546], [-4.090, -3.138, -1.469], [-3.238, -3.998, -0.830], [-3.181, -3.602, 0.534], [-3.999, -2.514, 0.678], [-5.183, -1.486, -0.736], [-4.408, -3.089, -2.496], [-2.714, -4.821, -1.287], [-2.605, -4.063, 1.319], [-4.238, -1.915, 1.540]], "energy_ev": -43541.6398, "total_charge": 0, "homo_lumo_gap_ev": 7.895}